1.
Entry from the Open Molecules 2025 dataset: C8H9N3 in the gas phase (the ωB97M-V functional and the def2-TZVPD basis).

```
! RIJCOSX wB97M-V def2-TZVPD def2/J DEFGRID3
* xyz 0 1
C -1.51201 1.44363 1.02807
H 2.59544 -1.61517 -1.56850
C -1.18377 -1.28518 -0.28095
C 1.14328 2.62095 1.16481
C 0.56539 -2.54465 -1.44188
H -2.22438 -1.16724 0.08829
H -1.61422 2.14443 0.16543
C -0.75756 -2.38589 -1.12109
H 0.79000 -3.27402 -2.14716
H 0.35392 3.07809 1.66382
N 0.97619 1.40057 0.69310
H -2.32700 0.64905 0.80357
N -0.21487 0.77963 0.74777
C 1.22957 -0.51839 -0.33925
H -1.58836 -3.04955 -1.46231
C -0.21585 -0.38839 0.06715
H 2.13498 2.98717 0.95322
C 1.62759 -1.64554 -1.04748
N 1.87169 0.68003 0.11293
H -1.65005 2.09047 1.92045
*
```

Results
- Orbital gap (spin up / spin down): 0.2854 / 0.2854 hartree

=====

2.
Entry from the Open Molecules 2025 dataset: C8H9N3 in the gas phase (the ωB97M-V functional and the def2-TZVPD basis).

```
! RIJCOSX wB97M-V def2-TZVPD def2/J DEFGRID3
* xyz 0 1
N 5.01932 0.70868 -0.50849
H 1.57362 -1.00941 -1.07684
C -3.13202 0.11538 -0.40362
H 1.36695 0.76468 1.55815
C -2.45865 -1.11447 -0.23962
C 1.98390 -0.31716 -0.29665
H 2.31119 0.60728 -0.87813
H -2.92378 2.24923 -0.15345
N 3.29006 -0.71883 0.29050
H -0.49627 -2.12956 -0.18122
N 4.12227 0.08896 -0.20867
H -3.00019 -1.98390 -0.56349
H -0.59700 2.20613 0.44561
H -4.06538 0.21895 -0.88874
C -2.44055 1.27219 -0.11660
C 1.03130 -0.09894 0.90969
H 1.07164 -0.89135 1.59384
C -0.42717 0.01395 0.37149
C -1.10230 -1.19829 0.08098
C -1.12693 1.21647 0.26526
*
```

Results
- Orbital gap: 0.3673 hartree

=====

Stability ranking, top entry: 2; the second entry is 21.8 kcal/mol less favorable.

=====

1.
Entry from the Open Molecules 2025 dataset: CH2FPS2 in the gas phase (the ωB97M-V functional and the def2-TZVPD basis).

```
! RIJCOSX wB97M-V def2-TZVPD def2/J DEFGRID3
* xyz 0 1
H 1.28326 -0.05049 -1.10888
C 2.50494 0.15972 2.09514
S 1.73120 0.94339 0.85177
H -0.69928 0.31437 -0.28353
S 3.93466 1.31012 2.87125
F 2.38183 -1.07539 2.49744
P 0.41972 -0.52365 -0.00879
*
```

Results
- Orbital gap: 0.2871 hartree
- Structure (SMILES): FC(=S)SP

=====

2.
Entry from the Open Molecules 2025 dataset: CH2FPS2 in the gas phase (the ωB97M-V functional and the def2-TZVPD basis).

```
! RIJCOSX wB97M-V def2-TZVPD def2/J DEFGRID3
* xyz 0 1
P -0.66134 -0.37027 -0.12231
F -1.21188 -2.44807 1.61075
H -0.04653 0.36859 0.89371
S 0.29535 -4.54083 1.47256
S 0.70828 -2.00184 -0.03701
C -0.13455 -3.04441 1.07118
H 0.11209 0.23449 -1.11020
*
```

Results
- Orbital gap: 0.3385 hartree
- Structure (SMILES): FC(=S)SP

=====

Stability ranking, top entry: 2; the second entry is 49.1 kcal/mol less favorable.

=====

1.
Entry from the Open Molecules 2025 dataset: 2 unconnected molecules or ions with the total composition C5H10O2 (the ωB97M-V functional and the def2-TZVPD basis).

```
! RIJCOSX wB97M-V def2-TZVPD def2/J DEFGRID3
* xyz 1 2
H -1.66224 1.78989 -3.58142
H -1.00709 -0.42081 -3.38889
H -1.67783 1.37278 6.33182
C 1.77599 -1.65114 0.87039
C -1.04587 0.11365 -2.42200
O -1.52569 1.43961 -2.62615
H 2.40019 -1.71333 1.90981
H -2.81235 2.28540 5.92158
H 0.83741 1.24578 -1.75819
C 1.17074 -0.83915 -1.40375
H 0.71772 -2.10476 0.92990
C 0.33313 0.20086 -1.78022
O -2.21213 1.58095 5.58266
H 1.32486 -1.67202 -2.18423
C 2.02636 -0.94276 -0.25702
H 2.97618 -0.35275 -0.44550
H -1.61934 -0.33220 -1.69879
*
```

Results
- ⟨S²⟩: 0.755
- Orbital gap (spin up / spin down): 0.2748 / 0.2036 hartree

=====

2.
Entry from the Open Molecules 2025 dataset: 2 unconnected molecules or ions with the total composition C5H10O2 (the ωB97M-V functional and the def2-TZVPD basis).

```
! RIJCOSX wB97M-V def2-TZVPD def2/J DEFGRID3
* xyz 1 2
H 3.43460 1.24801 -0.09044
H 2.06351 1.57421 1.01052
C 1.62023 0.15521 -0.45536
C -0.73221 -0.52583 -0.89121
O -0.36611 -1.83819 -1.03532
O -1.41849 0.98466 2.55733
C 0.27940 0.37042 -0.44297
H -0.59654 0.66972 2.16813
C 2.58687 0.79339 0.44394
H 2.00099 -0.64889 -1.09314
H 3.06926 0.13362 1.17294
H -1.21634 0.85899 3.49967
C -2.00289 -0.14419 -1.22372
H -2.34727 0.87034 -1.21525
H -2.54944 -0.96514 -1.67651
H -0.17477 1.34796 -0.28016
H 0.19842 -2.11702 -0.30923
*
```

Results
- ⟨S²⟩: 0.788
- Orbital gap (spin up / spin down): 0.3451 / 0.2600 hartree

=====

Stability ranking, top entry: 2; the second entry is 55.9 kcal/mol less favorable.

=====

1.
Entry from the Open Molecules 2025 dataset: a gas-phase ion, C6H11N4O2 (charge +1) (the ωB97M-V functional and the def2-TZVPD basis).

```
! RIJCOSX wB97M-V def2-TZVPD def2/J DEFGRID3
* xyz 1 1
H 0.36892 -0.92389 4.60725
N 0.27252 -0.89402 -0.28946
H 1.65799 0.97456 -0.59183
H 1.45047 1.28196 -2.19509
C -1.24375 0.62514 -2.06970
O 1.84896 0.06889 2.65348
H 1.61637 -1.22272 -1.78053
N 1.05313 0.85644 -1.37492
O -0.31125 -0.71063 2.63960
C -0.55517 -0.73332 4.04979
C 0.80947 -0.32086 2.16844
H -0.86951 -1.62492 -2.62563
H -0.20769 -0.28133 -3.64665
N -0.46465 0.22541 0.13293
C 0.78985 -0.58483 -1.64945
H -0.45143 2.29799 -0.75156
H -1.30603 -1.57594 4.05180
C -0.34809 1.20203 -0.91982
C -0.36870 -0.56377 -2.60101
H -0.91945 0.38339 4.19171
N 0.81918 -0.15832 0.67646
H -2.19629 0.25022 -1.76732
H -1.44485 1.42853 -2.90847
*
```

Results
- Orbital gap: 0.4069 hartree
- Structure (SMILES): COC(=O)n1n2n1[C@H]1CC[C@@H]2[NH2+]1

=====

2.
Entry from the Open Molecules 2025 dataset: 2 unconnected molecules or ions with the total composition C6H11N4O2 (the ωB97M-V functional and the def2-TZVPD basis).

```
! RIJCOSX wB97M-V def2-TZVPD def2/J DEFGRID3
* xyz 1 1
H 0.48886 -0.88589 -1.92696
H -0.39468 -0.25460 2.40568
N -1.65801 0.59168 -1.66683
C -0.84230 1.29791 1.05191
N 1.43883 0.72907 -0.97054
H -0.93146 -1.88333 0.25614
O 3.52883 1.14075 -0.08838
H -2.25597 -1.58342 -0.83311
C 2.55180 0.48345 -0.22882
N -1.68351 -1.16883 -0.08733
O 0.54519 -2.25416 0.55855
H -0.53900 1.42637 3.09437
H -2.56127 0.97495 -1.41047
H -1.13239 1.27099 -2.20121
C 1.11434 -1.27624 0.09734
H 2.97270 -1.19058 1.04185
C -0.94490 0.01529 -0.60766
C -0.58539 0.79026 2.22004
N 2.30491 -0.77295 0.40893
H -2.28524 -0.92085 0.70388
H 1.40015 1.52368 -1.58779
C 0.49727 -0.35304 -0.95820
H -1.02874 2.29947 0.72861
*
```

Results
- Orbital gap: 0.3847 hartree

=====

Stability ranking, top entry: 2; the second entry is 102.2 kcal/mol less favorable.

=====

1.
Entry from the Open Molecules 2025 dataset: 2 unconnected molecules or ions with the total composition C6H16O2 (the ωB97M-V functional and the def2-TZVPD basis).

```
! RIJCOSX wB97M-V def2-TZVPD def2/J DEFGRID3
* xyz 0 1
O 1.79998 1.40583 2.58597
C 1.05540 0.20640 -0.37920
H -4.74705 0.63582 -0.15448
H 0.83597 1.27097 -0.27609
H 0.96875 1.23871 3.03545
H 0.15174 -0.40965 1.51055
H 1.01074 -0.42345 -3.19212
H -1.83690 -1.58180 -1.25785
H -0.71279 0.47993 -1.59694
C 0.55175 -1.09723 -2.46663
H 2.58888 -0.55488 2.59227
C 1.11932 -0.39934 1.00966
C -1.08985 -1.29801 -0.56326
H -4.13861 2.00782 -0.35787
O -4.50501 1.26187 -0.84535
H -0.15786 -1.74191 -2.99778
H 1.33262 -1.72079 -2.08402
H -0.51089 -2.12109 -0.14703
C -0.08631 -0.35780 -1.29926
H 1.40081 -1.44017 0.94500
H 3.02849 0.54317 1.29646
C 2.19374 0.20613 1.91310
H -1.49017 -0.71149 0.26176
H 2.02163 0.15430 -0.87949
*
```

Results
- Orbital gap: 0.3989 hartree
- Structure (SMILES): CC(C)CCCO.O

=====

2.
Entry from the Open Molecules 2025 dataset: 2 unconnected molecules or ions with the total composition C6H16O2 (the ωB97M-V functional and the def2-TZVPD basis).

```
! RIJCOSX wB97M-V def2-TZVPD def2/J DEFGRID3
* xyz 0 1
H 0.43826 -3.01976 0.81809
H 1.80106 -3.03666 -0.30714
H -0.45308 -1.39894 -0.42590
H 1.90225 1.20550 2.00047
O -2.58115 -0.58927 1.01005
H 1.87176 -2.14716 1.20708
H -2.30396 -0.80789 1.91308
C 1.70424 0.26122 1.49283
H -2.06341 0.60922 -0.95227
H 1.08393 -1.06333 -1.30419
H 1.75267 1.17735 -1.17380
O -1.59421 1.44422 -1.01503
H 1.58645 -0.50192 2.26536
C 1.22814 -2.40864 0.37323
H -3.54382 -0.59542 1.07554
H 0.84950 2.22451 -0.00988
C -0.29163 1.38543 -1.61284
C 0.63409 0.17350 0.42908
H -0.26476 2.34790 -2.09505
C 0.61584 -1.20386 -0.33408
H -0.25579 0.59256 -2.35447
H -0.37108 0.38131 0.77201
H 2.66276 -0.00481 1.03846
C 0.83664 1.31241 -0.59282
*
```

Results
- Orbital gap: 0.3765 hartree
- Structure (SMILES): CC[C@@H](C)CCO.O

=====

Stability ranking, top entry: 1; the second entry is 1.4 kcal/mol less favorable.